No. 1
Below is a structure of composition C47H48BrInN7O5P in a non-equilibrium geometry, with properties calculated with ωB97M-V with the def2-TZVPD basis set.

ORCA input file:
```
! RIJCOSX wB97M-V def2-TZVPD def2/J DEFGRID3
* xyz 2 1
In 12.777 12.283 14.914
C 8.495 15.436 17.023
N 9.893 15.527 17.187
C 10.390 15.902 18.513
C 10.692 15.362 16.124
O 10.368 14.733 15.107
C 12.070 16.068 16.112
O 12.912 15.581 15.037
C 12.383 15.994 13.813
C 11.878 14.755 13.067
O 12.342 13.631 13.348
N 11.009 14.935 12.101
C 10.470 16.239 11.762
C 10.567 13.833 11.301
H 8.166 14.355 16.923
H 8.198 15.978 16.083
H 8.021 15.882 17.872
H 9.687 15.523 19.225
H 10.626 16.991 18.609
H 11.339 15.329 18.687
H 12.586 15.961 17.061
H 11.955 17.186 15.991
H 13.209 16.289 13.174
H 11.724 16.815 13.860
H 10.021 16.753 12.584
H 9.718 16.209 11.013
H 11.261 16.804 11.322
H 11.195 12.982 11.319
H 10.463 14.176 10.295
H 9.519 13.560 11.602
C 19.083 9.123 26.363
O 19.576 9.754 25.176
C 18.805 10.375 24.317
C 17.414 10.318 24.435
C 16.651 10.965 23.508
C 17.234 11.791 22.527
C 18.630 11.841 22.402
C 19.387 11.137 23.260
N 16.470 12.360 21.402
N 15.503 11.690 21.073
C 14.772 12.233 19.994
C 14.639 13.556 19.658
C 13.935 14.037 18.543
C 13.408 13.112 17.670
O 12.782 13.477 16.558
C 13.652 11.750 17.934
N 13.242 10.885 16.971
C 13.318 9.627 17.149
C 13.928 9.035 18.271
C 14.360 9.848 19.296
C 14.283 11.269 19.129
H 19.956 8.662 26.845
H 18.369 8.278 26.143
H 18.579 9.828 27.090
H 16.914 9.735 25.225
H 15.553 10.793 23.480
H 19.008 12.410 21.556
H 20.463 11.259 23.176
H 15.151 14.204 20.345
H 13.910 15.115 18.447
H 12.937 8.948 16.388
H 13.977 7.929 18.342
H 14.833 9.519 20.276
N 10.442 11.703 14.954
C 10.197 10.314 15.179
C 9.224 9.913 16.105
C 8.986 8.536 16.268
C 9.715 7.596 15.494
C 10.702 8.003 14.627
C 10.970 9.359 14.512
P 12.380 9.983 13.572
C 13.599 8.677 13.513
C 13.572 7.707 12.500
C 14.463 6.642 12.495
C 15.451 6.525 13.483
C 15.457 7.539 14.460
C 14.549 8.549 14.521
C 11.827 10.219 11.823
C 10.566 9.960 11.311
C 10.281 10.005 9.919
C 11.309 10.376 9.079
C 12.571 10.654 9.580
C 12.852 10.497 10.919
H 10.097 12.063 14.034
H 10.224 12.225 15.769
H 8.715 10.715 16.663
H 8.328 8.156 17.035
H 9.585 6.487 15.652
H 11.302 7.350 14.069
H 12.758 7.839 11.760
H 14.376 5.916 11.698
H 16.201 5.697 13.498
H 16.289 7.570 15.213
H 14.612 9.307 15.317
H 9.756 9.806 12.032
H 9.309 9.803 9.545
H 11.055 10.444 7.991
H 13.361 10.966 8.932
H 13.851 10.542 11.181
Br 17.262 15.710 15.532
C 16.749 14.177 14.653
C 17.647 13.398 13.929
C 17.169 12.127 13.532
C 15.853 11.769 13.770
N 15.029 12.598 14.381
C 15.409 13.785 14.793
H 18.679 13.722 13.782
H 17.804 11.447 13.023
H 15.458 10.794 13.488
H 14.663 14.373 15.265
*
```

The lowest unoccupied orbital energy comes out at -4.51 eV. As for the energy above the lowest of the compared OMol25 structures with the same formula, charge and spin: 0.000 eV. The calculation puts the HOMO-LUMO gap at 6.58 eV. As for the HOMO energy: -11.1 eV.

Atom charges from the Löwdin analysis, given in e for atoms 1 to 6: In 0.8366; C -0.0468; N -0.1548; C -0.0063; C -0.4051; O 0.0398



No. 2
Below is a cluster of 9 separate species, C30H50BClF2NO29P2S in total in a non-equilibrium geometry, with properties calculated with ωB97M-V with the def2-TZVPD basis set.

ORCA input file:
```
! RIJCOSX wB97M-V def2-TZVPD def2/J DEFGRID3
* xyz -1 1
C 3.648 3.093 1.891
B 3.063 1.701 2.371
O 2.971 1.481 3.728
P 2.377 0.343 1.077
F 1.851 -0.844 0.075
F 0.882 0.367 1.778
Cl 2.954 -1.296 2.435
O 2.024 1.498 -0.094
C 0.929 2.375 -0.043
C -0.371 1.925 -0.702
N -1.467 1.782 0.252
C -2.720 1.336 -0.332
C -2.883 -0.163 -0.465
C -2.681 -0.906 0.845
O -2.037 -0.738 -1.460
P 4.477 0.135 0.154
O 4.604 -1.301 -0.600
O 4.679 1.299 -0.949
S 5.849 0.188 1.555
H 2.959 3.586 1.206
H 4.602 2.977 1.381
H 3.793 3.755 2.746
H 2.062 1.181 3.897
H 0.737 2.831 0.930
H 1.252 3.212 -0.665
H -0.663 2.698 -1.422
H -0.181 1.023 -1.276
H -1.637 2.680 0.684
H -3.506 1.657 0.356
H -2.942 1.826 -1.291
H -3.919 -0.327 -0.793
H -2.291 -1.890 0.602
H -3.651 -0.990 1.323
H -1.989 -0.390 1.502
H -2.038 -0.148 -2.229
H 5.037 -1.869 0.058
H 5.229 0.985 -1.686
C 8.988 1.851 1.490
C 10.414 1.358 1.591
O 11.147 2.399 0.924
C 10.410 3.532 0.984
O 10.811 4.607 0.651
O 9.173 3.283 1.440
H 8.372 1.569 2.337
H 8.495 1.529 0.578
H 10.765 1.287 2.623
H 10.569 0.404 1.096
C -3.352 -5.546 2.148
C -3.751 -5.783 0.707
O -4.801 -4.822 0.522
C -4.620 -3.830 1.423
O -5.210 -2.796 1.405
O -3.681 -4.163 2.330
H -2.295 -5.714 2.334
H -3.940 -6.141 2.849
H -2.946 -5.561 0.008
H -4.116 -6.790 0.522
C 1.391 2.125 -4.635
C 0.693 2.337 -5.962
O -0.594 1.762 -5.722
C -0.820 1.777 -4.382
O -1.864 1.509 -3.881
O 0.299 2.128 -3.712
H 2.096 2.914 -4.389
H 1.899 1.161 -4.574
H 0.566 3.395 -6.204
H 1.185 1.838 -6.792
C 3.586 -4.666 -0.201
C 3.650 -5.167 -1.625
O 2.915 -6.397 -1.547
C 2.085 -6.321 -0.480
O 1.233 -7.119 -0.241
O 2.354 -5.234 0.268
H 3.566 -3.581 -0.135
H 4.400 -5.051 0.416
H 3.150 -4.495 -2.324
H 4.664 -5.350 -1.971
C 3.169 7.296 0.719
C 3.198 6.643 -0.648
O 2.216 5.616 -0.515
C 1.358 5.968 0.475
O 0.351 5.397 0.730
O 1.824 7.056 1.143
H 3.375 8.363 0.690
H 3.850 6.817 1.424
H 2.889 7.326 -1.443
H 4.165 6.215 -0.899
C 9.883 3.004 -2.367
C 8.945 3.594 -3.399
O 8.127 2.471 -3.747
C 8.147 1.593 -2.714
O 7.440 0.643 -2.624
O 9.085 1.952 -1.805
H 10.179 3.715 -1.602
H 10.777 2.567 -2.815
H 8.309 4.378 -2.985
H 9.460 3.977 -4.276
C -8.128 -3.026 1.905
C -9.041 -2.684 0.749
O -10.295 -3.246 1.172
C -10.279 -3.335 2.521
O -11.232 -3.606 3.186
O -9.052 -3.079 3.009
H -7.360 -2.283 2.075
H -7.659 -4.003 1.790
H -9.165 -1.608 0.618
H -8.722 -3.121 -0.192
C -14.911 -4.648 2.489
C -14.780 -3.177 2.813
O -15.682 -2.576 1.872
C -16.601 -3.503 1.515
O -17.581 -3.277 0.882
O -16.251 -4.728 1.979
H -14.793 -5.290 3.357
H -14.216 -4.967 1.712
H -15.116 -2.938 3.823
H -13.769 -2.804 2.675
*
```

The lowest unoccupied orbital energy comes out at 1.63 eV. The calculation puts the HOMO-LUMO gap at 6.79 eV. As for the HOMO energy: -5.2 eV.

Atom charges from the Löwdin analysis, given in e for atoms 1 to 6: C -0.0335; B -0.6292; O 0.0471; P 0.2236; F -0.2945; F -0.2576



No. 3
Below is a cluster of 3 separate species, C19H31O7S2 in total in a non-equilibrium geometry, with properties calculated with ωB97M-V with the def2-TZVPD basis set.

ORCA input file:
```
! RIJCOSX wB97M-V def2-TZVPD def2/J DEFGRID3
* xyz 1 1
C -1.292 0.938 4.264
C -2.082 0.509 2.919
O -2.659 -0.600 2.869
O -2.076 1.485 1.870
C -1.649 0.898 0.627
C -0.027 0.711 0.548
S 0.266 -0.340 -0.980
S -0.619 0.600 -2.680
C 2.109 -0.498 -1.326
O 2.513 -1.898 -1.442
C 1.430 -2.676 -2.028
C 1.143 -2.401 -3.551
C -0.020 -3.149 -4.243
C -0.846 -4.154 -3.376
C -0.548 -4.468 -1.889
C 0.609 -3.717 -1.189
H -1.771 0.490 5.202
H -0.193 0.642 4.154
H -1.377 2.090 4.314
H -2.173 -0.105 0.383
H -1.906 1.619 -0.237
H 0.315 0.160 1.502
H 0.501 1.718 0.400
H -1.972 0.730 -2.311
H 2.331 -0.036 -2.364
H 2.720 0.063 -0.542
H 1.791 -1.637 -4.106
H -0.279 -2.949 -5.342
H -1.719 -4.687 -3.871
H -1.182 -5.210 -1.305
H 0.925 -3.857 -0.106
O 2.235 -0.668 3.766
C 2.148 -1.636 4.496
O 0.938 -2.093 4.858
C 0.709 -3.327 5.559
C 0.860 -3.138 7.054
C 3.376 -2.277 5.073
H 1.345 -4.124 5.168
H -0.321 -3.617 5.337
H 1.873 -2.830 7.321
H 0.630 -4.065 7.584
H 0.187 -2.353 7.409
H 3.695 -1.714 5.953
H 4.167 -2.247 4.321
H 3.245 -3.324 5.337
O -0.245 5.944 -7.007
C -0.555 5.534 -5.914
O -0.689 4.207 -5.704
C -0.872 3.608 -4.416
C -2.335 3.615 -4.019
C -0.883 6.488 -4.801
H -0.229 4.078 -3.668
H -0.531 2.574 -4.510
H -2.723 4.631 -3.930
H -2.477 3.106 -3.061
H -2.939 3.111 -4.778
H -1.918 6.821 -4.907
H -0.218 7.350 -4.878
H -0.733 6.074 -3.805
*
```

The lowest unoccupied orbital energy comes out at -4.56 eV. The calculation puts the HOMO-LUMO gap at 7.32 eV. As for the HOMO energy: -11.9 eV.

Atom charges from the Löwdin analysis, given in e for atoms 1 to 6: C 0.0186; C -0.3912; O 0.0759; O -0.0489; C -0.2494; C -0.2960



No. 4
Below is a structure of composition C38H35Br2N3OPSiW, with properties calculated with ωB97M-V with the def2-TZVPD basis set.

ORCA input file:
```
! RIJCOSX wB97M-V def2-TZVPD def2/J DEFGRID3
* xyz 1 1
W -1.135 0.255 0.907
Br -4.889 -2.972 1.968
C -3.865 -2.018 3.221
C -4.138 -2.165 4.600
C -3.419 -1.477 5.533
Br -3.829 -1.704 7.361
C -2.377 -0.594 5.142
C -1.578 0.185 6.003
C -0.620 1.007 5.471
C -0.439 1.057 4.083
N -1.156 0.332 3.250
C -2.125 -0.477 3.767
C -2.873 -1.182 2.795
O -2.526 -0.973 1.523
H -4.930 -2.832 4.909
H -1.733 0.134 7.072
H -0.004 1.623 6.110
H 0.303 1.708 3.637
C -2.889 2.599 -1.741
Si -1.584 3.298 -0.586
C 0.135 3.256 -1.353
C -1.992 5.077 -0.184
C -1.537 2.319 1.029
H -2.660 2.861 -2.778
H -3.875 3.012 -1.517
H -2.956 1.513 -1.674
H 0.150 3.772 -2.317
H 0.478 2.231 -1.511
H 0.857 3.758 -0.703
H -2.000 5.716 -1.070
H -1.259 5.487 0.515
H -2.977 5.147 0.283
H -2.576 2.383 1.393
H -0.915 2.908 1.722
N 0.826 0.926 1.168
C 1.936 1.195 1.302
C 3.325 1.502 1.409
C 4.112 0.874 2.375
C 5.462 1.164 2.440
C 6.028 2.061 1.542
C 5.242 2.680 0.577
C 3.888 2.410 0.509
H 3.662 0.165 3.058
H 6.078 0.687 3.190
H 7.086 2.280 1.595
H 5.685 3.379 -0.119
H 3.259 2.885 -0.233
N -0.845 -0.194 -0.820
P -0.164 -1.271 -1.801
C -0.421 -0.812 -3.509
C -0.180 -1.733 -4.528
C -0.355 -1.353 -5.847
C -0.774 -0.062 -6.148
C -1.019 0.852 -5.135
C -0.842 0.480 -3.809
C -0.838 -2.912 -1.552
C -0.056 -4.060 -1.672
C -0.645 -5.307 -1.524
C -2.003 -5.407 -1.260
C -2.781 -4.263 -1.138
C -2.203 -3.013 -1.282
C 1.608 -1.328 -1.492
C 2.503 -0.759 -2.393
C 3.855 -0.698 -2.078
C 4.308 -1.207 -0.872
C 3.415 -1.778 0.030
C 2.066 -1.834 -0.273
H 0.132 -2.744 -4.290
H -0.173 -2.064 -6.643
H -0.915 0.229 -7.181
H -1.353 1.853 -5.374
H -1.037 1.178 -3.007
H 1.003 -3.983 -1.880
H -0.042 -6.200 -1.614
H -2.458 -6.382 -1.145
H -3.838 -4.346 -0.927
H -2.802 -2.118 -1.168
H 2.145 -0.361 -3.334
H 4.551 -0.255 -2.778
H 5.362 -1.163 -0.629
H 3.775 -2.180 0.968
H 1.364 -2.260 0.433
*
```

The lowest unoccupied orbital energy (alpha / beta) comes out at -3.10 / -3.10 eV. As for the energy above the lowest of the compared OMol25 structures with the same formula, charge and spin: 0.000 eV. The calculation puts the HOMO-LUMO gap (alpha / beta) at 6.11 / 6.11 eV. As for the HOMO energy (alpha / beta): -9.2 / -9.2 eV.

Atom charges from the Löwdin analysis, given in e for atoms 1 to 6: W 1.4493; Br 0.8350; C -0.5914; C -0.1457; C -0.6153; Br 0.8194